*a*
The following is a quantum chemistry calculation of a molecular structure, CHI2O3S, from OMol25.

## Properties
LUMO energy: 2.716 eV
Kohn-Sham gap: 0.3009 hartree
Net charge: -1

Structure (XYZ):
```
8
CHI2O3S wB97M-V/def2-TZVPD
C -0.2550 0.1241 0.8793
O 1.0726 -1.4045 -0.6411
O 1.4513 0.9691 -1.0451
O -0.6261 0.0182 -1.9230
S 0.5036 -0.0859 -0.9169
I -1.2590 1.8847 1.2324
I -1.6047 -1.4937 1.0133
H 0.7173 -0.0120 1.4011
```



*b*
The following is a quantum chemistry calculation of 2 unconnected molecules or ions with the total composition CHI2O3S, from OMol25.

## Properties
LUMO energy: 2.449 eV
Kohn-Sham gap: 0.2578 hartree
Net charge: -1

Structure (XYZ):
```
8
CHI2O3S wB97M-V/def2-TZVPD
C 1.5364 -0.6302 -0.0054
O -1.3923 -0.7353 0.5797
O -3.0476 0.3534 -0.8865
O 1.3211 -1.5655 -0.7413
S -1.6392 0.1310 -0.5853
I 3.4948 0.2428 0.1889
I -1.1247 2.5601 0.6824
H 0.8515 -0.3562 0.7675
```



Top of the stability list: *b*, leading by 72.0 kJ/mol.